Entry 1:
Below is a cluster of 6 separate species, C5H23NO6 in total in a non-equilibrium geometry, with properties calculated with wB97M-V/def2-TZVPD.

```
35
Properties=species:S:1:pos:R:3:forces:R:3:mulliken_spin:R:1
C 0.642 0.270 -0.756 0.6 -0.9 0.8 0.01
C 1.346 0.322 -2.138 -0.1 0.3 -0.3 0.01
O 1.422 -0.940 -2.742 0.2 0.4 0.5 0.01
C 1.541 1.026 0.277 -2.2 2.2 -2.4 0.04
N 0.745 1.688 1.365 3.8 -5.6 2.2 0.71
C 1.472 2.599 2.172 0.5 2.9 -0.9 0.02
C 0.250 0.540 2.218 -1.6 -0.1 0.3 0.03
H 0.639 -0.797 -0.450 -0.3 0.5 -0.3 0.00
H -0.383 0.645 -0.722 0.2 0.1 -0.2 0.00
H 2.358 0.700 -1.945 0.1 -0.4 -0.3 0.00
H 0.909 1.054 -2.847 -0.2 -0.1 0.6 0.00
H 0.552 -1.349 -2.654 -0.2 -0.4 -0.4 0.00
H 2.334 0.377 0.647 0.0 0.3 0.5 0.04
H 1.864 1.880 -0.312 1.0 0.0 0.2 -0.01
H 0.789 3.007 2.920 0.5 0.2 0.1 0.01
H 2.455 2.313 2.617 -0.8 -1.2 0.1 0.07
H 1.968 3.361 1.519 -1.1 0.1 0.3 0.02
H 0.799 0.403 3.155 0.2 0.7 -0.2 0.02
H -0.791 0.694 2.477 -0.2 0.2 0.3 0.01
H 0.242 -0.440 1.736 0.3 0.5 -0.6 -0.01
H -1.869 -1.280 -1.362 -0.2 -1.1 -0.6 0.00
H -2.096 -0.191 -2.142 -0.4 0.3 -1.3 0.00
O -1.900 -1.120 -2.330 0.4 0.7 1.4 0.00
H 0.536 -4.234 0.440 -0.4 0.1 0.6 0.00
H -0.208 -2.955 0.794 -0.2 0.3 -0.1 0.00
O -0.110 -3.863 1.077 0.6 -0.4 -0.6 0.00
H -1.090 2.382 0.904 -0.8 0.0 -0.8 -0.01
H -2.277 2.466 1.745 -0.7 -0.1 -0.4 0.00
O -2.044 2.159 0.850 1.2 0.6 1.0 0.03
H -2.018 0.239 0.391 -0.3 -0.3 0.0 0.00
H -3.456 -0.033 0.370 -0.4 -0.4 -0.2 0.00
O -2.628 -0.494 0.192 0.5 0.7 0.6 0.00
H -0.518 -3.866 -1.808 -0.4 -0.2 0.1 0.00
H -1.145 -3.068 -2.988 0.1 -0.2 0.3 0.00
O -0.334 -3.496 -2.672 0.2 0.4 -0.3 0.00
```
Forces are in eV/Å.

HOMO energy (alpha / beta) = -13.368 / -13.321 eV
Multiplicity = 2
Relative energy (zero: lowest compared OMol25 entry of this formula, charge and spin) = 3.224 eV
Net charge = +1

Entry 2:
Below is a cluster of 8 separate species, C5H23NO9 in total in a non-equilibrium geometry, with properties calculated with wB97M-V/def2-TZVPD.

```
38
Properties=species:S:1:pos:R:3:forces:R:3:mulliken_charge:R:1
C -1.101 1.521 -2.950 0.5 0.2 0.4 -1.17
C -1.684 0.567 -1.902 -0.6 0.4 0.3 0.79
O -2.651 -0.142 -2.133 -0.2 0.0 -0.3 -0.73
N -1.101 0.542 -0.654 0.9 0.8 -2.7 -0.12
C 0.254 1.046 -0.377 0.0 -0.2 1.4 -0.18
C -0.023 1.752 0.981 2.3 1.5 0.3 -0.09
C 0.989 2.823 1.450 0.7 -0.9 -2.1 -0.35
O 2.170 2.652 1.214 -0.4 0.3 0.3 -0.48
H -0.151 1.027 -3.196 0.2 0.7 -0.1 0.27
H -1.622 1.665 -3.893 -0.6 -0.9 0.2 0.35
H -1.008 2.573 -2.603 0.5 -0.9 0.3 0.30
H -1.590 0.033 0.064 0.2 -0.2 -0.1 0.28
H 0.999 0.216 -0.434 -0.7 0.4 0.8 -0.15
H 0.724 1.767 -1.060 -1.2 0.1 -0.3 0.53
H -0.980 2.202 0.933 -1.0 0.5 -0.1 0.51
H -0.030 1.131 1.841 -0.3 -1.2 0.7 0.00
H 0.675 3.803 1.846 -0.4 -0.3 0.4 0.38
O -1.044 -1.677 2.274 -0.3 -0.6 0.2 -0.49
H -1.354 -2.529 2.619 0.3 0.2 -0.1 0.24
H -1.647 -1.527 1.521 0.2 -0.1 -0.1 0.35
O -0.871 0.530 3.873 0.9 -0.1 0.3 -0.63
H -0.531 -0.384 3.988 -0.9 0.9 -0.2 0.30
H -1.786 0.570 4.158 0.0 -0.4 0.1 0.29
O -0.474 -2.565 -1.475 -0.6 -0.9 -0.2 -0.64
H 0.365 -2.720 -1.911 0.2 0.5 -0.1 0.37
H -0.454 -1.723 -1.023 0.5 0.1 0.0 0.39
O 2.123 -1.800 -1.868 -0.5 -0.4 -0.9 -0.66
H 2.867 -1.203 -1.924 0.2 0.0 0.6 0.24
H 2.128 -2.289 -1.041 0.4 0.5 0.5 0.30
O -2.531 -1.819 -0.062 -0.6 0.3 -0.5 -0.76
H -2.594 -1.459 -1.001 -0.2 -0.2 1.0 0.35
H -2.493 -2.775 -0.149 0.2 -0.1 -0.1 0.29
O 3.449 0.413 -0.365 0.1 -0.5 -0.1 -0.57
H 4.316 0.518 -0.762 0.2 0.2 0.0 0.27
H 2.965 1.226 -0.528 0.1 0.3 0.3 0.28
O 1.728 -1.630 1.098 0.0 0.4 0.5 -0.60
H 2.424 -0.973 1.243 0.0 -0.1 -0.3 0.30
H 1.046 -1.379 1.743 -0.1 -0.4 -0.3 0.25
```
Forces are in eV/Å.

HOMO energy = -9.624 eV
SMILES = CC(=O)NCCC=O.O.O.O.O.O.O.O
Relative energy (zero: lowest compared OMol25 entry of this formula, charge and spin) = 1.692 eV
Net charge = 0

Entry 3:
Below is a cluster of 7 separate species, C5H24N2O7 in total in a non-equilibrium geometry, with properties calculated with wB97M-V/def2-TZVPD.

```
38
Properties=species:S:1:pos:R:3:forces:R:3:mulliken_charge:R:1
O -3.111 -1.299 -0.990 -0.2 0.3 0.2 -0.42
C -2.339 -1.518 -0.101 0.0 -0.9 -0.5 -0.19
C -1.765 -0.442 0.772 0.1 -0.3 0.7 0.05
C -0.376 -0.055 0.242 -0.1 1.0 -0.2 -0.60
C 0.707 -1.078 0.258 0.3 -0.7 -0.1 -0.28
C 1.951 -0.825 0.631 -0.5 0.3 0.5 -0.58
N 3.003 -1.844 0.595 -1.2 -0.2 -1.1 -0.10
N -2.714 0.715 0.806 0.6 -0.5 -0.1 -0.13
H -1.961 -2.543 0.074 0.0 0.1 0.1 0.40
H -1.658 -0.801 1.799 -0.1 -0.1 -0.1 0.42
H -0.060 0.810 0.833 0.1 0.1 -0.3 0.42
H -0.495 0.233 -0.813 0.0 0.3 0.2 0.24
H 0.501 -2.055 -0.177 -0.1 0.0 0.1 0.34
H 2.266 0.122 1.047 0.1 0.0 -0.1 0.43
H 2.583 -2.758 0.429 -0.1 -0.3 0.3 0.37
H 3.503 -1.860 1.500 0.7 0.1 0.1 0.31
H 3.517 -1.772 -0.288 0.9 0.2 0.5 0.40
H -2.504 1.394 0.036 -0.1 0.4 0.0 0.26
H -3.663 0.357 0.699 -0.1 0.1 -0.2 0.39
H -2.690 1.208 1.709 -0.2 0.3 0.0 0.37
H 1.637 4.316 -2.660 -0.2 0.0 0.2 0.34
H 2.643 3.225 -2.834 0.0 -0.2 0.1 0.33
O 1.804 3.403 -2.389 0.3 0.2 -0.2 -0.69
H -2.898 2.805 3.544 0.1 0.1 -0.3 0.32
H -4.316 2.398 3.394 -0.2 -0.1 -0.4 0.32
O -3.496 2.436 2.879 0.1 0.0 0.7 -0.68
H 3.085 -1.275 3.723 0.2 0.0 0.3 0.30
H 4.523 -1.875 3.836 0.0 0.0 0.1 0.32
O 3.786 -1.718 3.236 -0.2 0.0 -0.5 -0.64
H -0.409 1.946 -4.019 0.1 0.0 0.0 0.29
H 0.457 2.152 -2.726 -0.2 0.2 -0.5 0.40
O -0.372 1.766 -3.074 0.0 -0.2 0.5 -0.69
H -1.632 2.311 -1.858 0.2 0.1 0.0 0.35
H -1.488 3.460 -0.830 -0.1 0.2 0.1 0.28
O -1.917 2.613 -0.970 -0.1 -0.4 -0.1 -0.68
H 3.477 -4.719 -1.383 0.1 -0.4 -0.1 0.31
H 3.705 -3.548 -2.359 0.0 -0.2 0.0 0.31
O 3.364 -3.774 -1.486 -0.1 0.7 0.2 -0.61
```
Forces are in eV/Å.

HOMO energy = -16.366 eV
Relative energy (zero: lowest compared OMol25 entry of this formula, charge and spin) = 0.000 eV
Net charge = +2

Entry 4:
Below is a cluster of 9 separate species, C5H24NO10 in total in a non-equilibrium geometry, with properties calculated with wB97M-V/def2-TZVPD.

```
40
Properties=species:S:1:pos:R:3:forces:R:3:mulliken_charge:R:1
O 2.025 -0.296 -1.141 -0.1 -0.2 0.5 -0.60
C 1.371 -0.032 -2.173 -2.6 0.9 -0.2 0.41
O 1.655 0.706 -3.118 0.8 -0.1 -0.4 -0.77
C -0.213 -0.411 -2.143 1.4 0.7 1.1 0.09
C -0.733 0.097 -0.774 -2.4 0.2 0.5 0.77
C -2.077 0.929 -0.785 0.6 0.2 0.6 0.67
C -2.695 1.167 0.433 -1.2 -0.5 -4.0 -1.57
N -2.503 1.494 -2.031 4.8 -3.3 2.2 -0.49
H -0.659 0.210 -2.913 0.0 -0.5 -0.3 0.26
H -0.396 -1.473 -2.323 -0.1 0.2 0.1 -0.26
H -0.037 0.775 -0.270 0.3 -0.3 -0.3 -0.13
H -1.054 -0.677 -0.017 1.0 0.4 -1.1 -0.46
H -2.386 0.805 1.389 -0.1 -0.6 0.2 0.57
H -3.705 1.569 0.206 0.6 0.3 1.3 0.16
H -3.363 1.854 -2.069 -3.5 2.1 -0.4 0.16
H -1.737 1.749 -2.652 -0.9 0.0 0.2 0.19
H -0.783 -3.471 -2.061 0.7 2.6 -3.8 0.30
H -0.078 -3.806 -0.753 -2.0 -0.3 -1.1 0.36
O -0.910 -3.962 -1.328 1.3 -2.3 5.2 -0.65
H 2.705 1.666 -0.062 0.1 -1.1 -0.9 0.30
H 2.779 3.151 0.013 1.4 2.6 -1.5 0.25
O 2.385 2.427 0.392 -1.9 -1.6 2.3 -0.58
H -0.504 1.443 2.880 1.1 -0.3 0.8 0.35
H 0.967 1.706 3.302 0.3 0.6 -0.2 0.32
O 0.206 1.176 3.520 -1.4 0.2 -0.5 -0.69
H 1.496 -2.862 1.373 2.5 1.1 -0.9 0.30
H 0.262 -2.672 2.030 -0.1 -1.4 -0.2 0.43
O 0.784 -3.395 1.605 -1.8 -0.8 0.8 -0.71
H 3.922 -0.007 -0.600 -1.1 0.2 -0.5 0.36
H 3.928 -1.411 -1.265 -1.0 0.2 -0.4 0.30
O 4.399 -0.811 -0.707 3.1 -0.8 1.1 -0.65
H -1.749 3.037 0.979 -1.0 0.4 -0.3 0.35
H -0.686 3.181 0.104 1.9 -0.2 -1.0 0.30
O -1.538 3.562 0.189 -0.5 0.9 1.2 -0.66
H 1.260 -0.083 2.203 -0.4 -0.5 0.6 0.16
H 1.145 -0.431 0.816 0.4 -0.1 -2.3 0.30
O 0.883 -0.783 1.648 0.3 0.8 1.5 -0.40
H -1.767 -2.499 1.544 -1.3 -1.4 -3.3 0.35
H -1.142 -1.360 2.197 0.1 -0.1 0.3 0.34
O -1.460 -2.263 2.363 0.7 1.8 3.2 -0.71
```
Forces are in eV/Å.

HOMO energy = -5.428 eV
Relative energy (zero: lowest compared OMol25 entry of this formula, charge and spin) = 3.356 eV
Net charge = -1

no.,calculated total energy (a.u.)
1,-710.09020
2,-936.21202
3,-840.56119
4,-1012.06514